# 1
74
Properties=species:S:1:pos:R:3:lowdin_charge:R:1 method="wB97M-V/def2-TZVPD" orbital_gap_ev=5.51 charge=+1 homo_energy_ev=-8.69
Ca 8.0320 11.7568 11.6580 1.22
C 8.7461 15.6075 11.8359 -0.03
C 7.9924 14.5262 12.5426 -0.31
C 8.3969 13.9990 13.7659 -0.04
C 7.6975 12.9544 14.3715 -0.07
C 6.5526 12.3994 13.7760 -0.14
C 6.1247 12.9332 12.5547 -0.20
C 6.7947 14.0243 12.0008 -0.12
H 8.4591 15.7092 10.7677 0.09
H 9.8288 15.4702 11.9123 0.09
H 8.6230 16.5816 12.3721 0.11
H 9.3348 14.3831 14.2156 0.14
H 8.0630 12.5821 15.3243 0.12
H 6.0612 11.5345 14.1958 0.11
H 5.2453 12.4864 12.0905 0.13
H 6.4168 14.5250 11.1153 0.13
O 7.3420 9.9421 10.6168 -0.29
N 8.5676 9.3546 11.2648 -0.14
C 9.4459 8.7935 10.5097 -0.05
C 10.6778 8.3117 11.1198 -0.19
C 11.5976 7.5546 10.3564 -0.01
C 12.8064 7.1772 10.8741 -0.06
C 13.1335 7.5945 12.1619 -0.04
C 12.2256 8.2927 12.9509 -0.07
C 10.9872 8.6761 12.4459 -0.28
P 9.7822 9.6378 13.3669 1.04
C 10.7159 10.2659 14.7112 -0.42
C 10.3051 10.1355 16.0422 -0.08
C 10.9172 10.8785 17.0521 -0.08
C 11.9559 11.7432 16.7718 -0.08
C 12.4212 11.8543 15.4602 -0.07
C 11.8101 11.1110 14.4527 -0.11
C 8.5753 8.4402 13.9571 -0.37
C 7.1910 8.6741 13.8614 -0.10
C 6.2706 7.6873 14.2239 -0.05
C 6.7230 6.4734 14.7684 -0.07
C 8.0570 6.2841 14.9459 -0.07
C 8.9808 7.2897 14.5887 -0.08
H 6.9156 9.2022 10.1506 0.12
H 9.2834 8.6535 9.4305 0.14
H 11.2807 7.1723 9.3998 0.12
H 13.5003 6.5907 10.2853 0.12
H 14.1433 7.3988 12.5801 0.13
H 12.5039 8.5341 13.9571 0.11
H 9.5329 9.4448 16.3312 0.10
H 10.4942 10.8301 18.0416 0.11
H 12.3443 12.3750 17.5717 0.11
H 13.2399 12.5092 15.1920 0.11
H 12.2066 11.2195 13.4577 0.10
H 6.8119 9.5603 13.3545 0.07
H 5.2258 7.9030 14.0975 0.10
H 6.0379 5.6791 14.9827 0.11
H 8.4445 5.3471 15.3569 0.12
H 10.0215 7.1075 14.8647 0.12
C 7.7266 13.9195 7.7080 -0.27
Si 7.5279 12.2146 8.5787 0.53
C 5.8596 11.4907 8.0612 -0.27
C 8.7802 11.1177 7.6424 -0.34
C 10.1554 11.4117 7.6428 -0.13
C 11.0840 10.5662 7.0590 -0.11
C 10.6475 9.4246 6.4337 -0.12
C 9.2896 9.1308 6.3689 -0.09
C 8.3636 9.9496 6.9979 -0.13
H 7.9394 13.8087 6.6440 0.02
H 8.5411 14.4987 8.1680 0.00
H 6.8059 14.5170 7.8130 0.01
H 5.6386 11.5996 6.9979 0.04
H 5.0410 11.9959 8.5771 0.01
H 5.7417 10.4379 8.3339 0.00
H 10.5302 12.2948 8.2044 0.10
H 12.1504 10.7578 7.0638 0.10
H 11.4112 8.7835 5.9943 0.10
H 8.9541 8.2060 5.9023 0.10
H 7.3309 9.7301 6.9194 0.07

=====

# 2
16
Properties=species:S:1:pos:R:3:nbo_charge:R:1 method="wB97M-V/def2-TZVPD" orbital_gap_ev=8.89 charge=+1 homo_energy_ev=-12.36
C -0.4542 0.6655 -0.7100 -0.62
C -0.1074 -0.6400 -0.2602 -0.19
C -0.1068 1.5343 1.3116 0.54
N 0.9285 0.9411 1.9993 -0.80
N -0.1166 -1.7830 -1.6147 -0.79
F -1.2965 1.1700 1.7157 -0.30
H 0.1487 1.2224 -1.3731 0.21
H -1.4911 0.9326 -0.7721 0.23
H 0.9431 -0.8490 0.1657 0.20
H -0.7849 -0.9990 0.4265 0.21
H 0.0613 2.4692 0.8960 0.20
H 1.8324 1.3384 1.7552 0.42
H 0.8233 -0.0199 2.2224 0.40
H -0.6172 -1.3331 -2.4318 0.44
H -0.6268 -2.6876 -1.4750 0.43
H 0.8642 -1.9619 -1.8554 0.43

=====

# 3
19
Properties=species:S:1:pos:R:3:lowdin_spin:R:1 method="wB97M-V/def2-TZVPD" orbital_gap_ev="5.81 / 6.97" spin_multiplicity=5 s_squared=6.097 charge=+1 homo_energy_ev="-13.28 / -13.28"
Cr -0.3581 -2.5635 1.6847 4.12
Cl -1.9756 -0.6820 2.3776 -0.15
C 1.0304 1.4543 1.2681 0.00
O 1.7081 0.7923 0.1993 0.00
C 1.3230 -0.4565 -0.3142 0.00
O 0.5003 -1.2327 0.1553 0.02
O 2.1092 -0.6683 -1.3342 0.00
C 2.6131 -1.9732 -1.4909 0.00
H 0.4745 0.8457 1.9813 0.00
H 0.3629 2.2388 0.9114 0.00
H 1.8385 1.9432 1.8122 0.00
H 3.2405 -2.2503 -0.6437 0.00
H 3.2771 -1.9252 -2.3540 0.00
H 1.7722 -2.6487 -1.6480 0.00
C -3.5771 1.3505 -0.4541 0.00
Cl -2.0086 1.5433 -1.2807 0.00
Cl -4.8811 0.8936 -1.6571 0.00
Cl -3.9363 2.7772 0.4923 0.00
H -3.5131 0.5613 0.2950 0.00

=====

Result set for energy above the lowest of the compared OMol25 structures with the same formula, charge and spin: 0.0, 235.3, 145.3 kJ/mol, one per record in the order listed.